a:
61
Properties=species:S:1:pos:R:3 method="wB97M-V/def2-TZVPD" spin_multiplicity=4 total_charge=+1 e_lumo_ev="-2.091 / -2.240" e_homo_ev="-7.15 / -13.79"
Ti -9.3831 12.8259 1.0115
C -7.1374 15.6926 2.7850
C -7.3435 15.6163 1.2802
C -6.1883 16.2058 0.4735
O -7.6218 14.1797 1.0519
H -6.2161 15.1227 2.9146
H -8.0095 15.3167 3.2874
H -6.9115 16.7194 3.0693
H -8.2864 16.0615 1.0402
H -6.1355 17.2671 0.4819
H -6.2603 15.8965 -0.5945
H -5.3178 15.8354 0.9384
H -7.0064 13.7582 1.6903
C -8.4322 14.0457 -2.1606
C -9.6735 14.7869 -1.7764
C -10.8002 14.5089 -2.7129
O -10.2462 14.3179 -0.4536
H -7.6710 13.9874 -1.3893
H -8.0643 14.5921 -3.0511
H -8.5358 12.9867 -2.5549
H -9.4578 15.8194 -1.7038
H -10.6271 14.9390 -3.7304
H -11.7048 15.0045 -2.4243
H -11.0045 13.4250 -2.7577
H -10.6820 15.0879 0.0513
C -8.4729 9.9571 -1.5868
C -7.6913 10.2039 -0.3735
C -6.2858 9.5493 -0.5158
O -7.6246 11.6488 -0.0019
H -8.4423 8.8618 -1.8879
H -8.1802 10.5927 -2.4535
H -9.5319 10.2516 -1.4578
H -8.1934 9.7044 0.4440
H -5.7298 9.8612 -1.4118
H -6.4240 8.4750 -0.6195
H -5.6913 9.7581 0.3514
H -6.7906 12.0118 -0.3045
C -11.9090 16.0464 3.5472
C -10.8159 15.0463 3.2766
C -10.5006 14.1316 4.4179
O -10.9865 14.3505 2.0149
H -11.7669 16.7479 4.3958
H -12.8392 15.4698 3.6098
H -12.1692 16.7582 2.7137
H -9.9265 15.6871 3.2260
H -10.3931 14.7142 5.3309
H -9.6088 13.5549 4.2074
H -11.2707 13.4216 4.5970
H -11.8885 14.3180 1.7947
C -12.6155 11.9063 -0.1968
C -12.2822 11.0763 1.0532
C -12.7218 9.6493 1.1647
O -10.8350 11.1654 1.1579
H -12.1574 12.8897 -0.1457
H -13.6622 12.0269 -0.4411
H -12.2030 11.3731 -1.0562
H -12.6740 11.6792 1.8967
H -12.3375 9.0407 0.2545
H -13.8114 9.4928 1.2203
H -12.3198 9.2792 2.1051
H -10.5597 10.7912 1.9808


b:
61
Properties=species:S:1:pos:R:3 method="wB97M-V/def2-TZVPD" spin_multiplicity=4 total_charge=+1 e_lumo_ev="-2.215 / -2.390" e_homo_ev="-7.49 / -13.16"
Ti -21.1052 -9.8646 -20.0061
C -18.5008 -9.9260 -22.7350
C -18.3705 -9.0742 -21.4677
C -19.1540 -7.7963 -21.5169
O -18.9035 -9.8943 -20.4902
H -17.9994 -9.3537 -23.5155
H -19.5302 -10.1107 -23.0419
H -18.0567 -10.9204 -22.7809
H -17.3186 -8.8232 -21.3318
H -20.1751 -8.0287 -21.8195
H -18.7219 -7.0894 -22.2252
H -19.2278 -7.1269 -20.6599
H -18.1229 -10.3095 -20.1163
C -22.2177 -13.9206 -21.7824
C -22.3804 -12.4129 -21.4778
C -23.8330 -12.1947 -21.0973
O -21.5074 -12.0251 -20.4345
H -22.2987 -14.5863 -20.9231
H -21.3234 -14.1401 -22.3656
H -23.0079 -14.2884 -22.4369
H -22.1394 -11.8666 -22.3897
H -23.9078 -11.1570 -20.7724
H -24.3038 -12.8561 -20.3699
H -24.3710 -12.1611 -22.0447
H -20.7170 -12.5663 -20.3724
C -24.6264 -7.6239 -20.6625
C -23.4008 -8.0148 -21.4867
C -22.9520 -7.1589 -22.6711
O -22.2950 -7.9744 -20.6388
H -25.6166 -7.7045 -21.1109
H -24.5245 -6.5770 -20.3765
H -24.7652 -8.2885 -19.8098
H -23.4992 -9.0582 -21.7860
H -22.0943 -7.6202 -23.1605
H -22.5529 -6.1971 -22.3489
H -23.7658 -7.0050 -23.3798
H -22.4690 -7.2100 -20.0847
C -21.1526 -11.5908 -16.7679
C -22.6451 -11.0534 -16.7089
C -22.8249 -10.1799 -15.4396
O -22.7718 -10.2450 -17.8477
H -20.6272 -11.9177 -15.8705
H -20.6190 -10.6785 -17.0345
H -20.9835 -12.1459 -17.6906
H -23.4392 -11.7889 -16.8373
H -22.9574 -10.8794 -14.6142
H -23.7560 -9.6134 -15.4525
H -21.9000 -9.6339 -15.2536
H -23.6902 -10.0634 -18.0602
C -19.0688 -6.8669 -17.4167
C -20.4156 -7.5629 -16.9757
C -21.5298 -6.4961 -16.8395
O -20.8605 -8.4218 -18.0102
H -18.1236 -7.2516 -17.0336
H -19.0109 -5.7916 -17.2481
H -18.9245 -6.9422 -18.4945
H -20.2156 -8.1110 -16.0550
H -21.1835 -5.7080 -16.1709
H -22.4010 -7.0270 -16.4560
H -21.7844 -5.9547 -17.7507
H -21.5811 -8.9788 -17.7067


Which of them is most stable, and which least? Most stable: a; least stable: b.